Record 1
# C40H41AsFLuN2O9

A molecular structure, C40H41AsFLuN2O9 in a non-equilibrium geometry (wB97M-V/def2-TZVPD, the OMol25 dataset).

The energy above the lowest of the compared OMol25 structures with the same formula, charge and spin is 74.6 kJ/mol. The value obtained for the strongest force on any atom is 3.34 eV/A. The total energy comes out at -160734.6458 eV.

Each line ends with the Mulliken charge.
Geometry (Å):
Lu  3.91003  -4.28236  17.18940  1.7263
C  1.66786  -4.17849  23.76947  -1.8236
C  2.10274  -4.84190  22.46558  1.2709
C  2.13537  -6.41410  22.58470  -1.5585
O  3.43846  -4.43866  22.08029  -0.3714
C  3.48550  -4.32710  20.63729  -1.2250
C  1.99646  -4.32302  20.17342  -0.5294
O  1.26450  -4.46920  21.38011  -0.2700
C  1.51070  -5.27984  19.06605  2.7545
O  2.59854  -5.43910  18.18168  -0.9699
C  0.35954  -4.59031  18.23464  -0.2922
C  -0.47758  -3.60828  18.79508  0.5278
C  -1.41039  -2.90587  18.00311  -1.6707
C  -1.61211  -3.38205  16.71338  -0.4677
C  -0.84967  -4.43593  16.16864  -0.7402
C  0.13340  -5.02888  16.93851  -0.3997
C  1.03303  -6.60663  19.57947  -0.3623
C  1.77213  -7.73495  19.28578  -0.0335
C  1.30158  -8.96754  19.75175  -0.7922
C  0.06270  -9.10791  20.41605  -0.6531
C  -0.68005  -7.97472  20.57161  -0.8544
C  -0.20695  -6.72750  20.17719  -0.0002
C  4.26797  -3.04447  20.19838  2.6507
O  4.49462  -3.15976  18.80725  -0.3509
C  3.36277  -1.82101  20.51008  -0.8435
C  2.96344  -1.50309  21.79552  -0.5443
C  2.14910  -0.41401  22.08356  -0.9473
C  1.72964  0.39094  21.08193  -0.7361
C  2.11040  0.16727  19.77289  -0.5151
C  2.91036  -0.93997  19.45583  -0.3410
C  5.66337  -2.84294  20.80499  -0.5299
C  6.30099  -3.71511  21.69140  -0.7645
C  7.57890  -3.39739  22.21510  -0.7719
C  8.23982  -2.22357  21.80776  -0.7106
C  7.55576  -1.40729  20.93887  -0.7308
C  6.23630  -1.62384  20.48984  -0.3684
H  2.37048  -4.54519  24.54855  0.3709
H  0.66729  -4.56972  24.09270  0.3692
H  1.62045  -3.09911  23.70040  0.4174
H  2.63996  -6.67279  23.51090  0.5214
H  2.60269  -6.81639  21.65959  0.2871
H  1.19390  -6.89420  22.61095  0.3371
H  4.01981  -5.24024  20.34361  1.2366
H  1.84543  -3.27949  19.77263  -0.4360
H  -0.29962  -3.28942  19.82087  0.5410
H  -2.00059  -2.09396  18.27178  0.6317
H  -2.26781  -2.91583  16.00070  0.4140
H  -0.96395  -4.77372  15.12242  0.3883
H  0.75980  -5.83558  16.57607  0.3934
H  2.68634  -7.59423  18.70401  0.3452
H  1.83324  -9.86327  19.60228  0.5143
H  -0.29878  -10.13475  20.69376  0.3344
H  -1.66684  -8.00856  21.05094  0.3412
H  -0.79051  -5.87045  20.37295  0.4628
H  3.38695  -2.04895  22.63856  0.7200
H  1.80113  -0.21756  23.11503  0.3849
H  1.09488  1.23038  21.29286  0.4293
H  1.83698  0.92156  18.98384  0.3475
H  3.21195  -1.10497  18.46043  0.9896
H  5.78579  -4.57590  22.03540  0.6316
H  7.97210  -4.03803  22.94319  0.5243
H  9.24386  -2.11257  22.21805  0.4070
H  8.08001  -0.53618  20.63678  0.4656
H  5.77130  -0.87063  19.87596  0.4000
F  -0.31687  1.17537  14.00996  -0.3056
C  0.43171  0.29150  14.66006  0.1656
C  1.26550  -0.55029  14.06944  -0.4507
N  1.96677  -1.57229  14.75978  0.0348
C  2.50265  -2.66412  13.93660  -0.7303
C  3.59147  -3.42813  14.67866  0.5570
O  4.60413  -2.84872  15.01669  -0.6468
O  3.27218  -4.61297  15.05392  -0.7915
C  1.76191  -1.72556  16.09243  -0.2449
O  2.27679  -2.59781  16.75205  0.6229
N  0.98508  -0.77349  16.66854  0.1881
C  0.34501  0.36960  16.15285  0.4250
O  -0.16060  1.21093  16.80737  -0.5758
H  1.29113  -0.53307  13.02028  0.4898
H  2.96219  -2.15755  13.07752  0.5253
H  1.70717  -3.33848  13.62353  0.3098
H  0.89891  -0.87467  17.71974  -0.1459
C  8.28191  -5.58808  15.48499  -1.0923
As  7.35886  -5.07873  17.10570  0.8810
C  7.37841  -3.22445  17.35246  -1.0379
C  8.25305  -5.88626  18.55847  -0.8880
O  5.79376  -5.54347  16.97791  -0.7753
H  9.14778  -4.91749  15.28552  0.3879
H  7.50364  -5.46895  14.67251  0.2893
H  8.56351  -6.62007  15.55031  0.3952
H  6.99404  -2.81397  16.43693  0.3901
H  8.43622  -3.05051  17.44119  0.5411
H  6.83768  -2.82959  18.26081  0.0956
H  9.32627  -5.72108  18.50247  0.3770
H  7.93335  -6.95722  18.61213  0.3476
H  7.84208  -5.42084  19.46535  0.1307

Cartesian forces (eV/Å) of the 6 atoms listed first:
Lu 0.424 -0.329 -0.359
C -0.267 -1.296 0.370
C 0.299 -1.418 -0.639
C 0.954 1.230 -0.617
O -1.204 0.627 0.051
C 0.373 -0.937 0.847

=====

Record 2
# CH4O2S

2 unconnected molecules or ions with the total composition CH4O2S in a non-equilibrium geometry (wB97M-V/def2-TZVPD, the OMol25 dataset).

The energy above the lowest of the compared OMol25 structures with the same formula, charge and spin is 32.4 kJ/mol. The value obtained for the strongest force on any atom is 2.04 eV/A. Its SMILES is O=CO.S. The total energy comes out at -16031.7393 eV.

Each line ends with the natural charge from an NBO analysis.
Geometry (Å):
O  -3.40505  1.11664  1.28461  -0.5791
C  -3.42225  0.85241  0.12070  0.6430
O  -4.44790  1.09073  -0.71545  -0.6826
H  -2.47420  0.36443  -0.34852  0.1221
H  -5.14482  1.56421  -0.22738  0.4966
S  6.37977  -2.23617  -0.39606  -0.2972
H  6.77894  -0.95481  -0.49286  0.1426
H  5.73552  -1.79745  0.77497  0.1546

Cartesian forces (eV/Å) of the 6 atoms listed first:
O -0.358 0.198 0.236
C 1.603 -0.607 -0.267
O 0.432 -0.118 -0.089
H -1.913 0.709 0.056
H 0.236 -0.182 0.065
S -0.712 1.071 1.530

=====

Record 3
# C16H33BN4O6PS2

2 unconnected molecules or ions with the total composition C16H33BN4O6PS2 in a non-equilibrium geometry (wB97M-V/def2-TZVPD, the OMol25 dataset).

The value obtained for the strongest force on any atom is 1.25 eV/A. The total energy comes out at -67005.5120 eV. The net charge is +1.

Each line ends with the natural charge from an NBO analysis.
Geometry (Å):
C  0.40526  0.19174  4.40856  -0.7234
C  -0.88175  0.68364  3.79244  0.7951
O  -1.93372  0.62068  4.39035  -0.5780
O  -0.73147  1.22469  2.55743  -0.5311
C  -1.89187  1.16030  1.71989  -0.0919
C  -1.96481  -0.13749  0.90500  -0.4158
C  -2.03758  0.19394  -0.58926  -0.4114
C  -0.70598  0.77008  -1.07726  -0.4276
C  0.07355  -0.16331  -2.03569  -0.7598
P  1.68901  -0.68011  -1.41351  1.6286
C  3.03792  0.26820  -2.16676  -0.7378
C  2.99430  1.76615  -1.87558  -0.4225
C  3.39976  2.14773  -0.43358  -0.5212
S  2.02846  3.05301  0.37201  -0.0273
C  1.70045  -0.59920  0.40413  -0.7997
C  2.96338  -1.16654  1.08210  -0.5389
S  2.92926  -2.94283  1.43615  0.3049
C  1.53170  -3.05971  2.45550  0.2437
N  1.53490  -3.22961  3.71161  -0.2489
N  0.22281  -3.27338  4.12131  -0.2729
C  -0.48682  -3.11999  3.08054  0.3068
O  0.26097  -2.98778  1.96603  -0.4406
C  2.00733  -2.41707  -1.83287  -1.1343
B  1.71854  -2.79778  -3.35670  1.1645
O  2.75664  -3.29256  -4.09190  -0.8952
O  0.47856  -2.64493  -3.94464  -0.9055
H  1.25227  0.34039  3.74545  0.2018
H  0.29509  -0.85664  4.65109  0.2560
H  0.54568  0.76919  5.31189  0.2571
H  -2.81880  1.33509  2.25198  0.2172
H  -1.79124  1.97910  1.01731  0.1959
H  -2.84905  -0.70175  1.18557  0.2173
H  -1.09868  -0.76461  1.10921  0.1807
H  -2.83528  0.91212  -0.73762  0.2734
H  -2.31354  -0.72259  -1.11034  0.1926
H  -0.95532  1.66155  -1.64338  0.2417
H  -0.11990  1.11474  -0.23380  0.2193
H  0.22498  0.33750  -2.98745  0.2707
H  -0.52658  -1.03388  -2.26094  0.2682
H  3.97732  -0.20209  -1.88788  0.2548
H  2.93046  0.11350  -3.23979  0.2673
H  3.73014  2.23181  -2.52125  0.2402
H  2.03135  2.20275  -2.12263  0.2276
H  3.72603  1.29248  0.14349  0.2089
H  4.22475  2.84266  -0.48609  0.2381
H  2.10793  2.56646  1.61951  0.1364
H  1.48062  0.40847  0.73475  0.2903
H  0.83703  -1.19164  0.69354  0.2767
H  3.12457  -0.60710  1.99558  0.2477
H  3.83359  -0.98895  0.45822  0.2309
H  -1.55029  -3.07464  2.96975  0.2211
H  1.50135  -3.06228  -1.12157  0.2986
H  3.06927  -2.55499  -1.64313  0.2786
H  2.53279  -4.15988  -4.44631  0.5163
H  -0.16897  -3.18176  -3.47227  0.5037
C  -5.18908  2.78506  -1.44096  0.7835
O  -4.01028  2.45013  -1.43260  -0.7042
N  -5.84907  3.09338  -2.59228  -0.8370
N  -5.93127  2.87695  -0.30018  -0.8385
H  -6.81157  3.37061  -2.61767  0.3946
H  -5.33281  3.03849  -3.44969  0.4103
H  -5.47718  2.66168  0.56677  0.4072
H  -6.89511  3.15080  -0.29157  0.3954

Cartesian forces (eV/Å) of the 6 atoms listed first:
C -0.184 0.590 -0.579
C -0.544 -0.051 1.091
O 0.629 -0.069 -0.974
O -0.104 -0.653 0.142
C -0.157 0.265 -0.700
C -0.276 0.197 -0.044

=====

Record 4
# C11H22O5Si

C11H22O5Si in the gas phase in a non-equilibrium geometry (wB97M-V/def2-TZVPD, the OMol25 dataset).

The energy above the lowest of the compared OMol25 structures with the same formula, charge and spin is 0.0 kJ/mol. The value obtained for the strongest force on any atom is 2.40 eV/A. Its SMILES is CCOC(=O)/C=C(\C)O[Si](C)(OCC)OCC. The total energy comes out at -29882.0184 eV.

Each line ends with the natural charge from an NBO analysis.
Geometry (Å):
C  -5.30438  -1.42063  -0.79011  -0.6247
C  -4.88950  -0.26400  0.05125  -0.0771
O  -3.49252  -0.14253  0.10695  -0.5162
C  -3.11034  1.05397  0.62638  0.7612
O  -3.91414  1.89852  1.01250  -0.5965
C  -1.66689  1.30951  0.59434  -0.4109
C  -0.66018  0.37889  0.57475  0.4294
C  -0.92017  -1.07453  0.80203  -0.7238
O  0.62375  0.80002  0.30774  -0.8834
Si  1.69869  -0.04363  -0.62509  2.3043
C  0.68187  -0.67887  -2.06083  -1.1724
O  2.90380  0.95302  -1.25480  -0.9010
C  3.36018  2.09619  -0.53451  -0.0549
C  2.84966  3.32076  -1.22042  -0.6332
O  2.36093  -1.31338  0.20752  -0.9084
C  2.91008  -1.10703  1.48010  -0.0548
C  3.62036  -2.34661  1.91508  -0.6264
H  -6.37342  -1.52810  -0.87790  0.2228
H  -4.91967  -1.26835  -1.80874  0.2100
H  -4.85759  -2.34070  -0.41665  0.2077
H  -5.31339  0.67474  -0.30564  0.1969
H  -5.25886  -0.33582  1.06275  0.1795
H  -1.36364  2.32321  0.45332  0.2350
H  -1.89169  -1.37027  0.37898  0.2703
H  -0.93033  -1.34325  1.87046  0.2367
H  -0.17592  -1.68678  0.30163  0.2278
H  0.14142  0.11035  -2.57693  0.2509
H  0.00105  -1.47471  -1.77165  0.2401
H  1.39275  -1.08078  -2.75238  0.2470
H  4.45498  2.03265  -0.54372  0.1833
H  2.92804  1.95820  0.45232  0.1641
H  2.86762  4.19797  -0.58519  0.2134
H  1.80026  3.19484  -1.52860  0.2192
H  3.47235  3.59162  -2.06975  0.2127
H  3.58431  -0.26545  1.40078  0.1592
H  2.07192  -0.80023  2.14279  0.1658
H  4.21390  -2.67783  1.06836  0.2200
H  2.84303  -3.09156  2.12193  0.2097
H  4.26166  -2.23944  2.79093  0.2167

Cartesian forces (eV/Å) of the 6 atoms listed first:
C 1.037 -0.331 -0.888
C -1.515 0.599 0.311
O 0.489 0.731 0.072
C -0.551 1.158 0.540
O 1.014 -1.226 -0.543
C 1.832 -1.506 -0.374

=====

Among the records above, which one has the highest strongest force on any atom? C40H41AsFLuN2O9

=====

What is the formula in the third record? C16H33BN4O6PS2

=====

What did the fourth record say?
# C11H22O5Si

C11H22O5Si in the gas phase in a non-equilibrium geometry (wB97M-V/def2-TZVPD, the OMol25 dataset).

The energy above the lowest of the compared OMol25 structures with the same formula, charge and spin is 0.0 kJ/mol. The value obtained for the strongest force on any atom is 2.40 eV/A. Its SMILES is CCOC(=O)/C=C(\C)O[Si](C)(OCC)OCC. The total energy comes out at -29882.0184 eV.

Each line ends with the natural charge from an NBO analysis.
Geometry (Å):
C  -5.30438  -1.42063  -0.79011  -0.6247
C  -4.88950  -0.26400  0.05125  -0.0771
O  -3.49252  -0.14253  0.10695  -0.5162
C  -3.11034  1.05397  0.62638  0.7612
O  -3.91414  1.89852  1.01250  -0.5965
C  -1.66689  1.30951  0.59434  -0.4109
C  -0.66018  0.37889  0.57475  0.4294
C  -0.92017  -1.07453  0.80203  -0.7238
O  0.62375  0.80002  0.30774  -0.8834
Si  1.69869  -0.04363  -0.62509  2.3043
C  0.68187  -0.67887  -2.06083  -1.1724
O  2.90380  0.95302  -1.25480  -0.9010
C  3.36018  2.09619  -0.53451  -0.0549
C  2.84966  3.32076  -1.22042  -0.6332
O  2.36093  -1.31338  0.20752  -0.9084
C  2.91008  -1.10703  1.48010  -0.0548
C  3.62036  -2.34661  1.91508  -0.6264
H  -6.37342  -1.52810  -0.87790  0.2228
H  -4.91967  -1.26835  -1.80874  0.2100
H  -4.85759  -2.34070  -0.41665  0.2077
H  -5.31339  0.67474  -0.30564  0.1969
H  -5.25886  -0.33582  1.06275  0.1795
H  -1.36364  2.32321  0.45332  0.2350
H  -1.89169  -1.37027  0.37898  0.2703
H  -0.93033  -1.34325  1.87046  0.2367
H  -0.17592  -1.68678  0.30163  0.2278
H  0.14142  0.11035  -2.57693  0.2509
H  0.00105  -1.47471  -1.77165  0.2401
H  1.39275  -1.08078  -2.75238  0.2470
H  4.45498  2.03265  -0.54372  0.1833
H  2.92804  1.95820  0.45232  0.1641
H  2.86762  4.19797  -0.58519  0.2134
H  1.80026  3.19484  -1.52860  0.2192
H  3.47235  3.59162  -2.06975  0.2127
H  3.58431  -0.26545  1.40078  0.1592
H  2.07192  -0.80023  2.14279  0.1658
H  4.21390  -2.67783  1.06836  0.2200
H  2.84303  -3.09156  2.12193  0.2097
H  4.26166  -2.23944  2.79093  0.2167

Cartesian forces (eV/Å) of the 6 atoms listed first:
C 1.037 -0.331 -0.888
C -1.515 0.599 0.311
O 0.489 0.731 0.072
C -0.551 1.158 0.540
O 1.014 -1.226 -0.543
C 1.832 -1.506 -0.374